Record 1
The following is a quantum chemistry calculation of a molecular structure, C11H33O6Y at a distorted geometry, from the OMol25 dataset.

```
51
Properties=species:S:1:pos:R:3:forces:R:3:mulliken_charge:R:1
Y 13.9622 6.5665 -34.1570 -1.0412 2.8480 0.1825 2.038
C 11.4680 10.4609 -32.6041 -0.0319 -0.7144 -0.3183 -0.341
O 12.1272 9.3377 -33.0705 1.0529 -1.2825 -0.8043 -0.456
H 12.0794 11.3549 -32.4810 0.6348 -0.0857 0.3709 0.256
H 10.6974 10.8099 -33.2915 -0.3483 -0.2493 -0.5153 0.116
H 10.9509 10.1779 -31.6873 -0.0003 0.2222 0.4825 0.285
C 7.5978 11.2124 -36.1719 -0.5602 0.0023 -0.5041 -1.006
C 8.7162 10.8115 -37.0954 -0.2472 3.3506 -0.6412 -0.218
O 9.2105 9.6060 -36.7838 1.2818 -3.3969 0.4505 -0.486
H 6.7882 10.5160 -36.3905 -0.3283 0.1992 0.2838 0.278
H 7.2740 12.2382 -36.3475 -0.1050 -0.0821 -0.0321 0.333
H 7.8518 11.1221 -35.1158 0.2348 -0.0315 0.0830 0.265
H 9.5169 11.5510 -37.1005 0.2914 0.4621 0.3935 0.235
H 8.4200 10.8590 -38.1434 -0.4441 -0.5416 -0.0057 0.321
H 9.2595 9.5217 -35.8287 -0.0878 0.0221 0.0245 0.279
C 14.2136 15.6318 -33.2610 -0.5199 -0.8119 -0.9957 -0.765
C 15.1742 16.2852 -34.2889 0.3800 0.0913 2.0525 -0.254
O 16.0340 17.1074 -33.5018 0.3343 0.6736 -0.2982 -0.520
H 13.7518 16.3183 -32.5514 0.3538 0.4314 -0.1866 0.335
H 14.6706 14.8378 -32.6704 0.4109 0.1718 -0.0350 0.125
H 13.3624 15.1559 -33.7479 -0.1341 -0.1073 -0.2828 0.293
H 14.6629 16.8369 -35.0777 -0.0889 0.0065 0.0193 0.273
H 15.9357 15.6307 -34.7130 -0.6975 -0.5762 -0.3195 0.210
H 15.5418 17.8620 -33.1702 -0.0484 0.1018 0.0474 0.304
C 15.4455 11.5096 -28.8268 -0.8743 -0.5772 0.4366 -0.888
C 16.4767 10.7636 -29.6835 1.0483 1.3900 3.5639 -0.246
O 16.4813 11.2745 -30.9186 -0.4197 -0.2776 -4.5399 -0.572
H 15.8018 12.0929 -27.9778 0.2718 -0.5412 0.1644 0.312
H 14.7214 10.7476 -28.5384 -0.1657 0.2793 0.7394 0.228
H 14.8395 12.2339 -29.3711 0.2760 -0.0724 -0.6031 0.292
H 16.3572 9.6856 -29.5754 -0.4220 -0.0710 -0.9428 0.315
H 17.4808 10.9238 -29.2909 0.1880 -0.0939 0.6674 0.241
H 16.7268 12.2011 -30.9706 0.0633 -0.0852 0.4746 0.318
C 14.4854 10.8898 -38.0410 0.7885 0.9682 1.8221 -0.853
C 15.1993 10.3989 -36.7293 0.2457 1.7080 -0.8953 -0.394
O 15.2479 8.9923 -36.7029 -0.1135 -2.1151 0.7689 -0.468
H 14.6499 11.9637 -38.1288 -0.0216 0.2522 0.3262 0.334
H 13.4011 10.7892 -37.9931 0.1902 -0.6239 -0.4840 0.233
H 15.0507 10.5451 -38.9068 -0.6116 -0.6936 -0.0385 0.308
H 14.8834 10.7245 -35.7382 -1.0292 0.1717 -0.3578 0.333
H 16.2153 10.7935 -36.7147 0.2627 -0.1084 -0.3677 0.280
H 16.0246 8.7269 -37.2008 0.0207 -0.2126 -0.1690 0.310
C 6.8413 10.1100 -30.4237 0.0154 0.2174 -0.9638 -0.959
C 6.5065 11.5838 -30.7623 -0.1957 -1.9663 0.1971 -0.215
O 5.8607 12.0195 -29.6186 -0.1706 1.7738 1.1527 -0.517
H 7.3739 9.6618 -31.2625 0.1796 -0.4054 0.1054 0.249
H 5.9438 9.5280 -30.2144 -0.2130 0.0567 -0.3681 0.372
H 7.3956 10.0427 -29.4876 0.3756 0.2957 -0.2307 0.276
H 5.8221 11.7278 -31.5983 0.1787 -0.4261 -0.4724 0.243
H 7.4247 12.1187 -31.0050 -0.0964 0.4013 0.5467 0.244
H 5.0219 11.5572 -29.5529 -0.0627 0.0520 0.0159 0.320
```
Positions in Å, forces in eV/Å.

LUMO level ... -11.60 eV
ΔE to the lowest compared entry with this formula, charge and spin ... 1156.3 kJ/mol
Charge ... +2
Strongest force on any atom ... 4.568 eV Å⁻¹
HOMO-LUMO gap ... 1.60 eV
Calculated total energy ... -927.57589 Ha

Record 2
The following is a quantum chemistry calculation of a molecular structure, C11H34AgN8O5 at a distorted geometry, from the OMol25 dataset.

```
59
Properties=species:S:1:pos:R:3:forces:R:3:mulliken_charge:R:1
Ag 0.5191 -0.8807 0.1019 0.2922 -0.1407 -0.2384 0.994
C 1.2921 1.3814 -3.1883 -0.5798 1.3332 -0.4426 -1.382
C -0.1842 0.9847 -3.2562 1.8565 -1.4690 0.0494 0.360
C -0.6724 0.6979 -4.6835 0.0004 0.8929 -0.1546 -0.738
O -0.6882 1.9481 -5.4441 -0.9082 -2.4217 -0.3879 -0.329
C -1.6039 1.8616 -6.5872 0.0383 1.9460 1.2344 -0.816
N -0.1771 -0.2664 -2.4105 -1.2480 0.9925 0.1903 -0.200
H 1.4292 2.3206 -3.7242 0.2286 -0.2069 -0.5546 0.422
H 1.9254 0.5881 -3.5854 0.1776 0.1681 0.1602 0.384
H 1.5237 1.6871 -2.1680 0.1966 -0.6459 0.2020 0.100
H -0.7207 1.8285 -2.8222 -0.5592 -0.4656 0.2328 0.174
H -1.6352 0.1871 -4.6671 -0.7399 0.6029 0.2102 0.406
H -0.0988 -0.0925 -5.1676 0.8902 0.2576 -0.1496 0.384
H -1.6845 2.9144 -6.8580 0.2637 -0.0507 -0.5667 0.302
H -2.6246 1.6724 -6.2550 0.0250 -0.7249 0.1798 0.348
H -1.3384 1.2698 -7.4632 0.4566 -0.2774 0.4133 0.282
H 0.4383 -0.9818 -2.7704 0.1541 0.1169 -0.3932 0.271
H -1.0973 -0.6793 -2.3578 -0.1375 -0.2181 0.0302 0.013
C 2.9819 2.3563 2.5305 -0.3740 -0.2420 0.6306 -1.578
C 1.9127 1.4645 1.8981 -0.5924 1.6333 -0.5440 0.826
C 0.6966 2.2827 1.3651 0.0960 -1.1033 -0.2136 -1.183
O -0.2511 1.3400 0.8198 -0.9548 1.6884 0.1879 0.593
C -1.5369 1.9276 0.4074 0.9921 -1.0376 0.4747 -0.899
N 2.4326 0.5524 0.8825 -0.6979 -0.2867 1.0625 -0.399
H 2.4403 3.0264 3.1982 0.2832 0.5437 -0.1017 0.386
H 3.6842 2.8737 1.8770 -0.3572 0.1162 -0.1789 0.378
H 3.5632 1.7388 3.2152 0.2731 -0.0825 -0.1202 0.406
H 1.5424 0.9198 2.7666 -0.3301 -0.5521 -0.3989 -0.227
H 0.8979 2.9860 0.5570 0.5739 0.2054 0.0869 0.464
H 0.3005 2.8312 2.2197 -0.3407 0.0999 0.0459 0.298
H -1.5552 2.9678 0.0822 0.7571 0.0267 -0.1661 0.400
H -2.2236 1.8874 1.2530 -0.2153 -0.2023 0.0128 0.269
H -1.8503 1.2685 -0.4022 -0.3135 0.1842 0.0869 0.076
H 3.0626 1.0629 0.2804 0.2487 -0.1596 -0.1465 0.229
H 2.9450 -0.0764 1.4843 0.6751 -0.5834 -0.7881 0.245
C 1.9506 -3.9024 1.3095 -0.3800 3.7947 -2.6575 0.699
O 1.8712 -2.9534 0.5620 -0.2063 2.6493 -1.7612 -0.728
N 1.4627 -5.0125 1.0618 -3.4766 -7.6814 -1.5632 -0.363
N 2.5529 -3.8405 2.4113 3.7867 1.9378 6.2277 -0.394
H 0.7622 -5.1516 0.3476 0.3419 0.0212 0.0967 0.247
H 1.5740 -5.6910 1.8017 -0.5446 -0.4307 -0.6802 0.130
H 2.5961 -4.5639 3.1148 0.0210 0.3623 -0.2106 0.179
H 2.8186 -2.8898 2.6250 0.3580 -0.4265 0.5005 0.201
C -2.5941 -1.6641 0.0805 0.0726 0.7673 1.6192 0.510
O -1.5590 -2.1076 -0.2806 4.5627 -2.2333 -1.8752 -0.721
N -2.7433 -1.2023 1.2920 -0.9241 0.5933 1.8976 -0.226
N -3.6116 -1.5456 -0.6983 -3.4243 0.5731 -2.6798 -0.449
H -3.6033 -0.7101 1.4875 0.6298 -0.0877 0.8688 0.182
H -1.8813 -1.2856 1.8118 -0.2007 0.5414 0.9481 0.141
H -4.3165 -0.9251 -0.3264 -0.3402 -0.1690 -0.9801 0.181
H -3.3472 -1.5378 -1.6730 -0.7251 0.0107 -0.0061 0.269
C -0.6074 -0.5892 3.7856 -0.3727 0.7516 -0.7167 0.528
O -0.3556 -1.0380 2.7044 0.6964 -1.4894 -2.8212 -0.572
N -1.2034 0.5651 3.9719 -1.5009 3.3712 -0.3009 -0.303
N -0.3753 -1.1996 4.8926 1.2772 -2.1117 3.5622 -0.467
H -1.5120 1.0781 3.1584 0.2862 0.0187 0.2262 0.092
H -1.2295 1.0172 4.8747 -0.2624 -0.0578 -0.3577 0.199
H -0.4005 -0.6148 5.7157 0.1789 -0.9467 0.3034 0.155
H 0.1063 -2.0859 4.8413 0.0163 0.3038 0.4145 0.253
```
Positions in Å, forces in eV/Å.

LUMO level ... -2.09 eV
ΔE to the lowest compared entry with this formula, charge and spin ... 57.7 kJ/mol
Charge ... +1
Strongest force on any atom ... 8.575 eV Å⁻¹
HOMO-LUMO gap ... 9.02 eV
Calculated total energy ... -1400.55287 Ha

Record 3
The following is a quantum chemistry calculation of a molecular structure, C11H34MnO11 at a distorted geometry, from the OMol25 dataset.

```
57
Properties=species:S:1:pos:R:3:forces:R:3:mulliken_spin:R:1
Mn -1.6562 2.5422 -1.6432 0.5974 -0.2173 2.7552 4.891
C 1.0111 -0.3445 -0.5718 0.8607 -0.5950 -0.2342 0.011
C -0.0407 0.5909 -0.9839 -0.0366 1.2299 0.9297 -0.070
O -1.2358 0.3315 -1.1293 -2.6264 -2.0785 -1.0523 0.032
O 0.2266 1.8041 -1.0845 1.8025 2.5862 -0.9769 0.067
H 0.6507 -1.0091 0.2134 0.1864 -0.0895 -0.0910 0.001
H 1.9205 0.1929 -0.3029 -0.2979 0.1129 0.4381 -0.002
H 1.3435 -0.9017 -1.4476 -0.3441 -0.4087 -0.0307 0.003
C -2.4484 4.3877 1.9990 0.6816 0.1088 -0.3689 0.001
C -2.1827 3.7672 0.6201 -0.1859 -0.5170 0.2733 -0.023
O -2.4861 2.5741 0.3978 -0.8387 -1.6592 0.4434 0.046
O -1.7136 4.3765 -0.3618 0.8237 1.8373 -1.2419 0.034
H -1.9481 5.3438 2.1529 -0.3135 0.2134 -0.5872 0.002
H -2.0422 3.8023 2.8238 -0.2897 -0.6230 -0.3044 0.001
H -3.5293 4.4771 2.1076 0.0900 0.0521 0.1141 0.001
C 4.4304 2.8732 -1.2925 0.6043 -1.1901 -0.3945 0.000
O 3.9264 3.7804 -2.2155 -0.3533 1.2823 -0.4822 0.000
H 5.2751 2.3411 -1.7300 0.3451 -0.1566 0.0125 0.000
H 4.8300 3.3736 -0.4104 -0.5816 0.0712 0.0219 0.000
H 3.6800 2.1047 -1.1069 -0.0750 0.0313 0.7798 0.000
H 3.6932 3.3192 -3.0245 0.0256 -0.0364 0.0727 0.000
C 2.8146 -3.0476 -3.2646 -0.0456 0.5275 -0.0281 0.000
O 1.7935 -3.1198 -4.2453 0.9457 0.3165 -0.2156 0.000
H 3.3744 -3.9689 -3.1037 -0.3952 -0.4031 0.1195 0.000
H 3.5918 -2.3351 -3.5410 -0.2051 0.2245 -0.4671 0.000
H 2.4011 -2.6531 -2.3364 0.0801 -0.3122 0.3615 0.001
H 0.9958 -3.4523 -3.8272 -0.1939 -0.4448 0.0965 0.000
C -0.9237 -3.8484 1.6406 -0.6773 -0.7748 -0.2350 0.000
O 0.1617 -3.0622 2.0563 0.4903 0.6343 -0.2146 0.000
H -1.5160 -3.4161 0.8342 0.3749 0.5026 -0.0095 0.000
H -0.5107 -4.7868 1.2703 -0.4588 -0.3370 0.0660 0.000
H -1.6192 -3.9833 2.4690 -0.0398 -0.3901 0.0459 0.000
H 0.7708 -3.6764 2.4726 0.2201 0.2780 0.1608 0.000
C -0.5626 0.0765 3.1219 1.3239 -0.5771 -0.2823 0.000
O -0.7176 -1.1370 3.8659 -0.7775 1.1249 0.1195 0.000
H -1.2380 0.2395 2.2821 -0.6622 -0.1288 0.2773 0.000
H -0.5045 0.9602 3.7575 -0.4267 -0.2856 0.2868 0.000
H 0.4205 0.0132 2.6553 0.3402 0.2663 -0.1577 0.000
H -0.5530 -1.8417 3.2350 0.2178 -0.2609 -0.1057 0.000
C -4.4591 -0.5342 -0.5736 0.3645 0.1782 1.5202 0.003
O -3.3221 -1.2795 -0.1366 -0.5495 -0.6449 -0.4505 -0.001
H -5.1504 -0.6195 0.2648 -0.3028 0.1470 -0.1011 0.000
H -4.1861 0.5197 -0.6280 -0.1467 0.1479 -0.3091 0.001
H -5.0010 -0.8732 -1.4565 0.5255 -0.2532 -0.3227 0.000
H -2.5101 -0.8553 -0.4237 0.1713 0.3668 -0.3008 0.001
C -0.7927 -3.0034 -2.1533 -0.0933 -0.2104 0.6341 0.001
O -0.4503 -4.1129 -2.9771 -0.2737 0.1127 -0.2587 0.000
H -0.1463 -3.0333 -1.2761 0.1220 0.4375 0.1091 0.000
H -0.6677 -2.0699 -2.7019 0.0961 -0.2156 -0.0494 -0.001
H -1.8173 -3.0657 -1.7866 -0.1641 0.0758 -0.1730 0.000
H -0.6351 -4.9083 -2.4723 0.0766 -0.1216 -0.1213 0.000
C 1.4663 2.7963 1.9662 -0.8426 -0.1366 1.2027 0.000
O 2.4074 2.7481 3.0717 -0.4862 0.1341 -1.1277 0.000
H 1.2590 3.7931 1.5770 0.9406 0.1516 -0.4543 0.000
H 1.6784 2.0383 1.2122 0.4288 0.4409 0.0604 0.000
H 0.4751 2.5591 2.3527 -0.2113 -0.5227 0.0988 0.000
H 1.9691 3.2126 3.7885 0.1590 -0.0016 0.1485 0.000
```
Positions in Å, forces in eV/Å.

LUMO level (spin up / spin down) ... -1.53 / -1.68 eV
ΔE to the lowest compared entry with this formula, charge and spin ... 120.1 kJ/mol
Charge ... 0
Strongest force on any atom ... 3.511 eV Å⁻¹
Multiplicity ... 6
HOMO-LUMO gap (spin up / spin down) ... 8.06 / 7.91 eV
Expectation value of S² ... 8.75
Calculated total energy ... -2418.06688 Ha

Record 4
The following is a quantum chemistry calculation of 5 unconnected molecules or ions with the total composition C11H34N2O5, from the OMol25 dataset.

```
52
Properties=species:S:1:pos:R:3:forces:R:3:mulliken_charge:R:1
C 23.5145 31.2071 -9.6364 -0.2787 0.5056 -0.6617 -0.710
O 23.9051 30.0282 -10.2989 0.2842 -0.1918 0.0419 -0.248
C 24.9866 30.2282 -11.2053 -0.2524 -0.1219 0.2137 -1.036
C 25.0623 29.0261 -12.1256 -0.0531 -0.0336 0.1284 0.705
C 26.2286 29.1954 -13.0876 0.1156 0.2821 0.1816 -1.370
N 23.7985 28.9402 -12.8497 0.0897 0.2911 -0.0418 -0.674
H 24.3674 31.8481 -9.3935 0.0432 -0.1289 0.1858 0.415
H 22.9516 30.9678 -8.7383 0.1112 -0.1717 0.0805 0.082
H 22.8567 31.7839 -10.3073 0.0787 0.0680 0.1938 0.314
H 24.8259 31.1332 -11.8064 -0.0313 -0.0014 0.0512 0.436
H 25.9181 30.3226 -10.6342 0.0334 0.1152 -0.0882 0.388
H 25.2380 28.1604 -11.4686 -0.0211 -0.0694 -0.1493 0.223
H 26.2319 30.2157 -13.4814 -0.0495 -0.0837 -0.0976 0.341
H 26.1672 28.5154 -13.9342 -0.0059 -0.1262 0.0404 0.363
H 27.1760 29.0436 -12.5659 0.0075 -0.0811 -0.0818 0.362
H 23.0396 29.1278 -12.2071 -0.0744 -0.1829 -0.0329 0.136
H 23.6630 28.0394 -13.2857 -0.0063 -0.0500 0.0375 0.269
C 16.4779 30.9349 -6.4140 -0.3071 -0.3293 0.0542 -0.711
O 17.6130 30.9653 -7.2424 0.0132 -0.1507 0.0155 -0.364
C 18.3698 29.7676 -7.2526 0.5118 0.1842 -0.2123 -0.576
C 19.2534 29.5888 -6.0204 0.0376 0.2768 -0.0179 0.569
C 20.2698 30.7424 -5.9259 -0.5578 0.1512 -0.1309 -1.413
N 19.9432 28.3000 -6.0684 0.0828 0.0168 0.0935 -0.749
H 16.6046 30.2684 -5.5530 0.0888 0.1918 0.0476 0.322
H 15.5930 30.5676 -6.9527 0.0960 0.0883 -0.0802 0.256
H 16.2846 31.9483 -6.0679 -0.0271 -0.0029 0.0531 0.255
H 17.7844 28.8542 -7.4106 -0.3240 0.1934 -0.0491 0.363
H 19.0503 29.8814 -8.1022 -0.1744 -0.1844 -0.0921 0.154
H 18.6178 29.6453 -5.1338 0.0655 -0.3264 0.0647 0.372
H 21.2750 30.3761 -6.1119 0.1066 0.0014 0.1041 0.390
H 20.1989 31.2182 -4.9490 0.3544 -0.0397 0.0718 0.264
H 20.0213 31.5186 -6.6552 0.0858 -0.0368 0.0108 0.303
H 19.3491 27.5317 -5.7851 -0.1242 0.0651 -0.0198 0.278
H 20.2189 28.1129 -7.0298 0.0414 -0.0921 0.0450 0.228
C 19.5170 29.3107 -14.1869 0.3876 0.2443 0.5714 -0.331
O 19.5445 30.6409 -14.6732 -0.0691 0.0616 -0.0670 -0.542
H 19.6989 28.6601 -15.0373 -0.2651 -0.1754 0.0254 0.303
H 20.3189 29.1360 -13.4518 0.0120 0.0661 -0.1795 0.015
H 18.5837 29.0982 -13.6583 -0.1168 -0.2579 -0.3535 0.271
H 19.0624 31.2005 -14.0604 0.0575 0.0525 0.0221 0.293
C 19.1525 25.8072 -12.3540 -0.3940 0.1124 -0.0288 -0.516
O 18.0936 26.2498 -11.4952 0.3673 -0.1781 -0.1052 -0.485
H 19.9071 25.3018 -11.7530 0.0537 0.0568 0.0570 0.248
H 18.8098 25.1011 -13.1118 -0.0596 -0.0225 0.0460 0.389
H 19.5945 26.6618 -12.8694 0.1038 0.0081 0.0356 0.120
H 17.2464 26.0498 -11.8985 0.0306 0.0197 -0.0276 0.285
C 20.7789 28.6667 -10.1308 0.2401 -0.4516 -0.6398 -0.395
O 20.0422 27.7584 -9.3316 0.0553 0.1184 0.2252 -0.464
H 21.2447 29.4111 -9.4935 -0.0934 0.0395 0.1021 0.008
H 21.5769 28.1417 -10.6699 0.0976 0.1159 0.1559 0.424
H 20.1650 29.1541 -10.8983 -0.1517 0.0863 0.2398 0.251
H 19.8658 26.9636 -9.8422 -0.2159 0.0779 -0.0384 0.188
```
Positions in Å, forces in eV/Å.

LUMO level ... 0.50 eV
ΔE to the lowest compared entry with this formula, charge and spin ... 63.0 kJ/mol
Charge ... 0
Strongest force on any atom ... 0.878 eV Å⁻¹
HOMO-LUMO gap ... 9.18 eV
Structure (SMILES) ... COC[C@H](C)N.COC[C@H](C)N.CO.CO.CO
Calculated total energy ... -925.10500 Ha